Record 1
The following is a DFT calculation (ωB97M-V/def2-TZVPD) of an isolated molecule of C4H11N3 in a non-equilibrium geometry.

The HOMO energy is -7.33 eV. The total energy comes out at -323.18897 a.u. As for the SMILES: N/C=C(\N)CCN. As for the relative energy (zero: lowest compared OMol25 entry of this formula, charge and spin): 3.1992 eV. Its spin multiplicity is 1. The charge is 0. The value obtained for the lowest unoccupied orbital energy is 1.1 eV. The gap between HOMO and LUMO comes out at 0.309 Ha.

Each line ends with the Löwdin charge.
Element x y z (Å)
N 2.6491 0.4254 1.4439  -0.02
C 1.7065 -0.3276 0.5788  -0.15
C 0.3310 -0.0528 0.6235  -0.35
N -0.3542 1.0993 1.1204  0.03
C -0.6489 -1.0761 -0.0726  -0.19
C -0.9968 -0.5474 -1.4416  -0.31
N -2.1838 0.3556 -1.4149  0.01
H 3.7029 0.3834 1.4128  0.09
H 2.4116 1.3900 1.3681  0.03
H 2.2249 -1.2206 0.0232  0.13
H -0.1344 1.3268 2.1727  0.13
H -1.3807 1.1121 0.8560  0.07
H -0.1844 -2.0873 -0.1944  0.11
H -1.5874 -1.1142 0.4892  0.11
H -0.0918 -0.2608 -2.1043  0.13
H -1.2403 -1.4984 -2.0256  0.11
H -2.0702 1.0969 -0.7008  0.05
H -2.1533 0.9956 -2.1343  0.02


Record 2
The following is a DFT calculation (ωB97M-V/def2-TZVPD) of a structure of composition C4H11N3 in a non-equilibrium geometry.

The HOMO energy is -7.92 eV. The total energy comes out at -323.17468 a.u. As for the relative energy (zero: lowest compared OMol25 entry of this formula, charge and spin): 3.5880 eV. Its spin multiplicity is 1. The charge is 0. The value obtained for the lowest unoccupied orbital energy is 0.7 eV. The gap between HOMO and LUMO comes out at 0.318 Ha.

Each line ends with the Löwdin charge.
Element x y z (Å)
C 1.9854 -0.6601 -1.0289  -0.04
C 0.9554 0.2465 -0.3879  -0.48
N 0.4612 -0.2559 0.9340  0.06
N 0.9742 1.5329 -0.4160  0.13
H 0.9149 -1.0820 1.3064  0.11
H 0.3861 0.4948 1.6142  0.11
H 1.5246 1.8993 -1.1859  0.05
H 1.7069 -1.7128 -0.9707  0.07
H 2.1163 -0.3729 -2.0713  0.08
H 2.9498 -0.5404 -0.5288  0.08
C -2.0700 0.8063 0.8635  -0.09
C -1.3802 -0.4381 0.3636  -0.39
N -1.1976 -0.4913 -0.9876  -0.03
H -1.0797 -1.4444 -1.3238  0.01
H -1.5678 -1.3554 0.9353  0.11
H -2.2379 0.7696 1.9424  0.07
H -3.0081 0.9444 0.3294  0.08
H -1.4336 1.6594 0.6119  0.06


Record 3
The following is a DFT calculation (ωB97M-V/def2-TZVPD) of a cluster of 2 separate species, C4H11N3 in total in a non-equilibrium geometry.

The HOMO energy is -7.07 eV. The total energy comes out at -323.18694 a.u. As for the SMILES: N/C=C/N.C=NC. As for the relative energy (zero: lowest compared OMol25 entry of this formula, charge and spin): 3.2544 eV. Its spin multiplicity is 1. The charge is 0. The value obtained for the lowest unoccupied orbital energy is 1.0 eV. The gap between HOMO and LUMO comes out at 0.296 Ha.

Each line ends with the Löwdin charge.
Element x y z (Å)
N 1.0941 0.8789 -0.5643  -0.01
C 1.1195 -0.1093 -1.5732  -0.26
C 1.3484 -1.4477 -1.5028  -0.25
N 1.7728 -2.1984 -2.6483  -0.03
H 0.4722 0.6271 0.2650  0.06
H 0.9055 1.8388 -0.8936  0.07
H 0.9923 0.3062 -2.6487  0.13
H 1.4043 -2.0178 -0.5137  0.11
H 1.9865 -3.1901 -2.4591  0.07
H 2.5990 -1.7716 -3.0650  0.06
C -2.1425 1.5016 0.8639  -0.06
N -1.5781 0.3987 1.3025  -0.10
C -1.3689 0.3434 2.7825  -0.15
H -2.3442 1.5329 -0.2026  0.06
H -2.3826 2.4028 1.4244  0.07
H -2.1320 -0.3177 3.2001  0.07
H -1.3832 1.3382 3.2361  0.06
H -0.3632 -0.1161 2.9968  0.08


Record 4
The following is a DFT calculation (ωB97M-V/def2-TZVPD) of an isolated molecule of C4H11N3 in a non-equilibrium geometry.

The HOMO energy is -8.41 eV. The total energy comes out at -323.26050 a.u. As for the SMILES: [H]/N=C(\N)NCCC. As for the relative energy (zero: lowest compared OMol25 entry of this formula, charge and spin): 1.2527 eV. Its spin multiplicity is 1. The charge is 0. The value obtained for the lowest unoccupied orbital energy is 0.9 eV. The gap between HOMO and LUMO comes out at 0.343 Ha.

Each line ends with the Löwdin charge.
Element x y z (Å)
H -0.8386 1.3877 -2.9450  0.02
N -0.3783 1.4343 -2.0463  0.08
C 0.0043 0.3570 -1.4766  -0.58
N 0.3979 -0.8261 -2.1004  0.13
N 0.1464 0.3775 -0.1160  0.02
C 0.7968 -0.5440 0.7562  -0.23
C 0.3452 -0.2544 2.1893  -0.25
C -1.1805 -0.1702 2.3469  -0.11
H 0.3504 -1.6830 -1.5735  0.07
H 0.3022 -0.8982 -3.0907  0.08
H -0.2299 1.2843 0.1267  0.13
H 0.4845 -1.5836 0.4753  0.11
H 1.8667 -0.7324 0.6073  0.11
H 0.7836 0.6777 2.5581  0.10
H 0.7715 -0.9199 2.9534  0.10
H -1.5087 -0.2192 3.3906  0.07
H -1.4305 0.8580 2.0597  0.07
H -1.6821 -0.9816 1.8131  0.08


Record 5
The following is a DFT calculation (ωB97M-V/def2-TZVPD) of the ion C4H11N3 with charge +2 in a non-equilibrium geometry.

The HOMO energy is -19.87 eV. The total energy comes out at -322.54364 a.u. As for the SMILES: C=[N+](C)/C(N)=[NH+]\C. As for the relative energy (zero: lowest compared OMol25 entry of this formula, charge and spin): 2.2619 eV. Its spin multiplicity is 1. The charge is +2. The value obtained for the lowest unoccupied orbital energy is -9.5 eV. The gap between HOMO and LUMO comes out at 0.383 Ha.

Each line ends with the Löwdin charge.
Element x y z (Å)
C -1.2935 -1.1461 0.9811  0.24
N -0.3459 -0.3288 0.8551  -0.08
C -0.0414 0.6427 1.8001  -0.01
C 0.7244 -0.4464 -0.3678  -0.21
N 1.6411 -1.3495 -0.1417  0.25
N 0.4744 0.1810 -1.4712  0.10
C -0.5057 1.2081 -1.7388  -0.01
H -2.0914 -1.1071 1.7737  0.19
H -1.3776 -1.8309 0.1652  0.14
H -1.0864 1.0799 2.1099  0.17
H 0.5008 1.4695 1.3222  0.13
H 0.3498 0.2062 2.7133  0.13
H 2.2269 -1.8601 -0.9072  0.23
H 1.9369 -1.5160 0.8012  0.15
H 1.2111 0.3036 -2.2535  0.24
H -1.4485 0.9225 -2.2783  0.14
H 0.0591 1.8512 -2.4291  0.13
H -0.9341 1.7200 -0.9340  0.08


Record 6
The following is a DFT calculation (ωB97M-V/def2-TZVPD) of an isolated molecule of C4H11N3O in a non-equilibrium geometry.

The HOMO energy is -7.28 eV. The total energy comes out at -398.35183 a.u. As for the relative energy (zero: lowest compared OMol25 entry of this formula, charge and spin): 5.5060 eV. Its spin multiplicity is 1. The charge is 0. The value obtained for the lowest unoccupied orbital energy is 1.0 eV. The gap between HOMO and LUMO comes out at 0.305 Ha.

Each line ends with the Löwdin charge.
Element x y z (Å)
C -2.1409 -0.4179 -0.1431  -0.17
C 1.2343 -0.3323 -1.6691  -0.07
C 0.1829 -0.6562 -0.6417  -0.34
N -0.9021 0.1821 -0.5993  -0.12
H 0.0264 -1.7347 -0.4991  0.13
H -2.3115 -1.4014 -0.6043  0.07
H -2.1926 -0.5753 0.9494  0.06
H -2.9786 0.2274 -0.4177  0.06
H 0.8978 -0.7340 -2.6283  0.08
H 1.3361 0.7471 -1.7920  0.07
H 2.2008 -0.7675 -1.4178  0.07
N 0.7283 2.0258 0.7641  0.14
C 0.1542 0.8344 1.0005  -0.26
O 0.4861 -1.2386 1.9101  -0.08
N 0.9834 -0.2815 0.9437  -0.08
H 1.2935 -1.5319 2.3469  0.08
H 1.5871 2.0138 0.2327  0.10
H 0.1162 2.8097 0.5933  0.11
H -0.7013 0.8310 1.6718  0.13


Record 7
The following is a DFT calculation (ωB97M-V/def2-TZVPD) of an isolated molecule of C4H11N3O in a non-equilibrium geometry.

The HOMO energy is -7.62 eV. The total energy comes out at -398.29384 a.u. As for the relative energy (zero: lowest compared OMol25 entry of this formula, charge and spin): 7.0837 eV. Its spin multiplicity is 1. The charge is 0. The value obtained for the lowest unoccupied orbital energy is -2.5 eV. The gap between HOMO and LUMO comes out at 0.186 Ha.

Each line ends with the Löwdin charge.
Element x y z (Å)
O -0.3653 -1.4809 -1.1191  -0.03
C 0.2049 -1.0678 0.0936  -0.49
N -0.4709 -0.9667 1.2487  0.15
C -1.8957 -1.1002 1.2545  -0.30
N -2.5355 0.1788 1.5066  0.03
C 1.0560 0.2783 -0.1056  -0.27
N 1.5662 0.2720 -1.3956  -0.07
C 2.0331 1.6219 -1.6971  -0.15
H 1.0692 -1.7682 0.2822  0.19
H -2.1570 -1.7905 2.0584  0.13
H -2.1437 -1.5454 0.2771  0.11
H -3.2822 0.1499 2.1831  0.06
H -1.9181 0.9481 1.7153  0.06
H 1.7087 0.3498 0.7627  0.13
H 0.2767 1.0553 0.1140  0.12
H 0.2896 -0.9761 -1.7099  0.09
H 2.6568 2.0052 -0.8919  0.07
H 2.6906 1.5398 -2.5846  0.08
H 1.2167 2.2967 -1.9924  0.08


Record 8
The following is a DFT calculation (ωB97M-V/def2-TZVPD) of an isolated molecule of C4H11N3O in a non-equilibrium geometry.

The HOMO energy is -9.20 eV. The total energy comes out at -398.50010 a.u. As for the SMILES: [H]/N=C(\C)[C@@](N)(O)NC. As for the relative energy (zero: lowest compared OMol25 entry of this formula, charge and spin): 1.4712 eV. Its spin multiplicity is 1. The charge is 0. The value obtained for the lowest unoccupied orbital energy is 1.0 eV. The gap between HOMO and LUMO comes out at 0.373 Ha.

Each line ends with the Löwdin charge.
Element x y z (Å)
H -1.4244 -2.0883 1.9817  0.06
N -1.1756 -1.7645 1.0493  0.13
C -0.5477 -0.6600 1.0294  -0.36
C -0.0421 0.1042 2.2116  -0.03
C -0.1962 -0.1334 -0.3580  -0.55
N -0.1221 -1.1773 -1.2893  0.12
O -1.4904 0.7626 -0.4122  -0.06
N 0.9136 0.7427 -0.3811  -0.03
C 1.4855 1.0343 -1.6856  -0.11
H -0.3730 1.1417 2.1735  0.08
H -0.4110 -0.3390 3.1356  0.08
H 1.0468 0.1044 2.1953  0.09
H -0.6935 -1.9556 -0.9737  0.07
H -0.3093 -0.8870 -2.2386  0.09
H -2.2627 0.1904 -0.4932  0.07
H 0.6575 1.6029 0.0906  0.12
H 2.3141 1.7251 -1.5395  0.08
H 0.7683 1.4889 -2.3807  0.08
H 1.8623 0.1081 -2.1151  0.07


Record 9
The following is a DFT calculation (ωB97M-V/def2-TZVPD) of an isolated molecule of C4H11N3O in a non-equilibrium geometry.

The HOMO energy is -8.92 eV. The total energy comes out at -398.40818 a.u. As for the SMILES: CC(=O)N(N)N(C)C. As for the relative energy (zero: lowest compared OMol25 entry of this formula, charge and spin): 3.9724 eV. Its spin multiplicity is 1. The charge is 0. The value obtained for the lowest unoccupied orbital energy is 0.9 eV. The gap between HOMO and LUMO comes out at 0.360 Ha.

Each line ends with the Löwdin charge.
Element x y z (Å)
C 1.9729 -1.6534 -0.1555  0.02
C 1.9460 -0.1315 0.0020  -0.45
O 2.9215 0.4557 0.2158  0.10
N 0.6691 0.6081 -0.1698  -0.19
N 0.8513 2.0599 0.1108  0.10
N -0.4478 -0.0350 0.0029  -0.27
C -1.0970 0.1965 1.2903  -0.08
C -1.2561 0.1150 -1.1992  -0.07
H 1.9402 -1.6747 -1.1775  0.05
H 1.3374 -2.2764 0.3753  0.05
H 3.0443 -1.9189 0.0303  0.10
H 1.1006 2.4799 -0.8376  0.11
H 1.6401 2.0965 0.7086  0.04
H -1.4714 -0.7441 1.8099  0.09
H -0.4525 0.7588 1.9984  0.08
H -2.0014 0.8317 1.3093  0.07
H -1.6322 1.0511 -1.4096  0.04
H -0.7307 -0.3085 -2.0922  0.09
H -2.2761 -0.4429 -1.0653  0.11


Record 10
The following is a DFT calculation (ωB97M-V/def2-TZVPD) of a cluster of 2 separate species, C4H11N3O2 in total in a non-equilibrium geometry.

The HOMO energy is -8.59 eV. The total energy comes out at -473.75633 a.u. As for the SMILES: CN=C(N)N.CC(=O)O. As for the relative energy (zero: lowest compared OMol25 entry of this formula, charge and spin): 1.2637 eV. Its spin multiplicity is 1. The charge is 0. The value obtained for the lowest unoccupied orbital energy is 0.6 eV. The gap between HOMO and LUMO comes out at 0.339 Ha.

Each line ends with the Löwdin charge.
Element x y z (Å)
C -2.4084 1.1175 -1.9629  -0.14
N -1.7187 0.5555 -0.8203  -0.01
C -1.2400 -0.6000 -0.7108  -0.56
N -1.2490 -1.5289 -1.7770  0.11
N -0.8847 -1.1728 0.5035  0.12
H -3.0273 0.2869 -2.3545  0.06
H -1.8252 1.3797 -2.8568  0.07
H -2.9674 1.9390 -1.5204  0.07
H -1.9751 -1.4335 -2.4725  0.07
H -1.0877 -2.4531 -1.4177  0.07
H -0.7220 -0.4511 1.1880  0.07
H -0.1714 -1.8885 0.4871  0.08
C 2.5602 -0.3513 1.9018  0.00
C 2.0215 1.0329 1.6968  -0.57
O 0.9676 1.4337 2.0986  0.10
O 2.9865 1.8324 1.1998  0.10
H 2.2722 -1.1692 1.2373  0.07
H 2.2015 -0.6489 2.8878  0.09
H 3.6414 -0.5245 1.8337  0.09
H 2.6260 2.6441 0.8585  0.11


Record 11
The following is a DFT calculation (ωB97M-V/def2-TZVPD) of a cluster of 2 separate species, C4H11N3O2 in total in a non-equilibrium geometry.

The HOMO energy is -8.80 eV. The total energy comes out at -473.74331 a.u. As for the SMILES: [H]/N=C(/N)NC.CC(=O)O. As for the relative energy (zero: lowest compared OMol25 entry of this formula, charge and spin): 1.6180 eV. Its spin multiplicity is 1. The charge is 0. The value obtained for the lowest unoccupied orbital energy is 0.8 eV. The gap between HOMO and LUMO comes out at 0.354 Ha.

Each line ends with the Löwdin charge.
Element x y z (Å)
H 1.9263 0.1190 -1.6346  0.04
N 1.0715 -0.1461 -1.1933  0.09
C 0.4390 -1.2428 -1.2050  -0.53
N -0.5728 -1.3419 -0.2343  0.12
N 0.4916 -2.3150 -2.1124  0.00
C -0.5245 -3.3139 -1.9912  -0.14
H -0.8656 -2.2393 0.0897  0.06
H -0.4471 -0.6698 0.5224  0.07
H 0.9719 -2.1067 -2.9502  0.12
H -0.4852 -3.8080 -1.0412  0.07
H -0.2380 -4.1000 -2.6748  0.07
H -1.6173 -3.1033 -2.2783  0.11
C -0.6404 3.2354 2.3388  -0.02
C -0.1290 1.9456 1.7386  -0.49
O 0.0192 0.9163 2.3001  0.12
O 0.0187 2.4226 0.3691  0.00
H -0.4040 4.0492 1.6587  0.07
H -0.0097 3.4309 3.2299  0.10
H -1.7278 3.3926 2.3999  0.09
H 0.4655 1.7993 -0.2291  0.05


Record 12
The following is a DFT calculation (ωB97M-V/def2-TZVPD) of a cluster of 2 separate species, C4H11N3O2 in total in a non-equilibrium geometry.

The HOMO energy is -8.68 eV. The total energy comes out at -473.77408 a.u. As for the SMILES: CN=C(N)N.CC(=O)O. As for the relative energy (zero: lowest compared OMol25 entry of this formula, charge and spin): 0.7805 eV. Its spin multiplicity is 1. The charge is 0. The value obtained for the lowest unoccupied orbital energy is 0.8 eV. The gap between HOMO and LUMO comes out at 0.348 Ha.

Each line ends with the Löwdin charge.
Element x y z (Å)
C -1.1127 1.9904 -1.3492  -0.12
N 0.1783 1.3781 -1.7586  0.00
C 1.0721 1.2183 -0.8805  -0.58
N 1.1068 1.5891 0.4375  0.14
N 2.2225 0.4573 -1.2590  0.10
H -1.1997 1.8742 -0.2702  0.05
H -1.8791 1.5325 -1.9605  0.07
H -1.0717 3.0535 -1.5956  0.07
H 1.9627 1.5175 0.9637  0.10
H 0.4912 2.2970 0.7496  0.08
H 2.1032 0.1163 -2.1861  0.07
H 2.4201 -0.2451 -0.5660  0.06
C -1.0427 -2.9070 1.6846  0.01
C -0.2944 -1.8313 0.9280  -0.53
O 0.8706 -1.7467 0.6594  0.09
O -1.1732 -0.8012 0.6722  0.06
H -1.0631 -3.9132 1.2779  0.09
H -2.0942 -2.6293 1.6618  0.08
H -0.6957 -2.8328 2.7125  0.09
H -0.8010 -0.1175 0.0786  0.07


Repeat the eleventh record exactly.
The following is a DFT calculation (ωB97M-V/def2-TZVPD) of a cluster of 2 separate species, C4H11N3O2 in total in a non-equilibrium geometry.

The HOMO energy is -8.80 eV. The total energy comes out at -473.74331 a.u. As for the SMILES: [H]/N=C(/N)NC.CC(=O)O. As for the relative energy (zero: lowest compared OMol25 entry of this formula, charge and spin): 1.6180 eV. Its spin multiplicity is 1. The charge is 0. The value obtained for the lowest unoccupied orbital energy is 0.8 eV. The gap between HOMO and LUMO comes out at 0.354 Ha.

Each line ends with the Löwdin charge.
Element x y z (Å)
H 1.9263 0.1190 -1.6346  0.04
N 1.0715 -0.1461 -1.1933  0.09
C 0.4390 -1.2428 -1.2050  -0.53
N -0.5728 -1.3419 -0.2343  0.12
N 0.4916 -2.3150 -2.1124  0.00
C -0.5245 -3.3139 -1.9912  -0.14
H -0.8656 -2.2393 0.0897  0.06
H -0.4471 -0.6698 0.5224  0.07
H 0.9719 -2.1067 -2.9502  0.12
H -0.4852 -3.8080 -1.0412  0.07
H -0.2380 -4.1000 -2.6748  0.07
H -1.6173 -3.1033 -2.2783  0.11
C -0.6404 3.2354 2.3388  -0.02
C -0.1290 1.9456 1.7386  -0.49
O 0.0192 0.9163 2.3001  0.12
O 0.0187 2.4226 0.3691  0.00
H -0.4040 4.0492 1.6587  0.07
H -0.0097 3.4309 3.2299  0.10
H -1.7278 3.3926 2.3999  0.09
H 0.4655 1.7993 -0.2291  0.05


- What is the lowest unoccupied orbital energy in the seventh record?
  -2.5 eV